{
  "formula": "C50H127N9O13",
  "method": "wB97M-V/def2-TZVPD",
  "symbols": ["C", "C", "C", "O", "C", "N", "H", "H", "H", "H", "H", "H", "H", "H", "H", "H", "H", "C", "C", "C", "O", "C", "N", "H", "H", "H", "H", "H", "H", "H", "H", "H", "H", "H", "C", "C", "C", "O", "C", "N", "H", "H", "H", "H", "H", "H", "H", "H", "H", "H", "H", "C", "C", "C", "O", "C", "N", "H", "H", "H", "H", "H", "H", "H", "H", "H", "H", "H", "C", "C", "C", "O", "C", "N", "H", "H", "H", "H", "H", "H", "H", "H", "H", "H", "H", "C", "C", "C", "O", "C", "N", "H", "H", "H", "H", "H", "H", "H", "H", "H", "H", "H", "C", "C", "C", "O", "C", "N", "H", "H", "H", "H", "H", "H", "H", "H", "H", "H", "H", "C", "C", "O", "O", "H", "H", "H", "H", "H", "H", "C", "C", "O", "O", "H", "H", "H", "H", "H", "H", "C", "C", "C", "C", "C", "C", "N", "O", "C", "C", "C", "H", "H", "H", "H", "H", "H", "H", "H", "H", "H", "H", "H", "H", "H", "H", "H", "H", "H", "H", "C", "C", "C", "C", "C", "C", "N", "O", "C", "C", "C", "H", "H", "H", "H", "H", "H", "H", "H", "H", "H", "H", "H", "H", "H", "H", "H", "H", "H", "H"],
  "coordinates": [[8.59494, 7.58199, 21.25918], [8.17114, 9.10324, 21.38695], [9.29233, 10.07903, 20.83843], [9.16458, 10.51950, 19.49060], [10.07677, 11.50031, 19.11935], [6.91215, 9.26562, 20.84994], [8.66106, 7.16352, 20.25489], [7.88499, 6.93834, 21.77861], [9.55336, 7.45634, 21.76291], [8.02214, 9.29400, 22.44974], [10.23565, 9.58331, 21.06763], [9.26140, 10.95532, 21.48593], [9.73049, 12.47722, 19.45677], [10.37342, 11.53960, 18.07123], [11.05918, 11.24070, 19.51375], [6.71990, 10.25285, 20.75763], [7.11616, 8.95515, 19.91075], [-1.43026, 6.75853, 15.72092], [-0.50635, 5.65896, 15.35758], [1.00116, 6.15410, 15.44192], [1.29244, 7.35646, 14.68084], [2.55205, 7.89142, 14.85922], [-0.83880, 4.58798, 16.29371], [-2.46800, 6.55830, 15.45429], [-1.06720, 7.64425, 15.19959], [-1.43361, 6.76978, 16.81086], [-0.68212, 5.41553, 14.30975], [1.59355, 5.30485, 15.10140], [1.29034, 6.39586, 16.46468], [2.54409, 8.84976, 14.33997], [3.31970, 7.25439, 14.41989], [2.83673, 8.02032, 15.90347], [-1.10132, 4.99402, 17.18045], [-1.64438, 4.05591, 15.99698], [9.23163, 2.26335, 14.39106], [9.78035, 3.60577, 14.69744], [8.94918, 4.50158, 15.74492], [7.93723, 5.24300, 15.06129], [7.44170, 6.19016, 16.00945], [11.15101, 3.41966, 15.34862], [10.01453, 1.73816, 13.84393], [8.36640, 2.55017, 13.79339], [8.97800, 1.68013, 15.27630], [9.94250, 4.09296, 13.73595], [9.51173, 5.21640, 16.34548], [8.42062, 3.88521, 16.47212], [8.21652, 6.90207, 16.29391], [7.12794, 5.76555, 16.96305], [6.58191, 6.71088, 15.58788], [11.83761, 3.02623, 14.72101], [10.92665, 2.72077, 16.04238], [8.21113, 8.56083, 8.83614], [8.21649, 9.55369, 9.97548], [8.67899, 10.96081, 9.56052], [8.24137, 11.97047, 10.45873], [8.75231, 13.26801, 10.30578], [6.86671, 9.63160, 10.52925], [9.21176, 8.32045, 8.47689], [7.63479, 9.01692, 8.03121], [7.75917, 7.58434, 9.01016], [8.94116, 9.25444, 10.73271], [8.37256, 11.11920, 8.52654], [9.76788, 10.92969, 9.52232], [8.28908, 13.85596, 11.09814], [8.38497, 13.64614, 9.35176], [9.84175, 13.26087, 10.34013], [6.21026, 9.98224, 9.84644], [6.76487, 10.33462, 11.24724], [8.63319, 18.14410, 12.07992], [9.60604, 17.39121, 13.04115], [10.62602, 18.13147, 13.99245], [11.48432, 17.12478, 14.63532], [12.41288, 17.62581, 15.61216], [8.68145, 16.75405, 13.90867], [8.12880, 17.38408, 11.48321], [9.14060, 18.70090, 11.29214], [7.92930, 18.79375, 12.60011], [10.21519, 16.62958, 12.55438], [10.18839, 18.80142, 14.73257], [11.33518, 18.58662, 13.30105], [13.04194, 16.86301, 16.07097], [12.00552, 18.04974, 16.53000], [13.08406, 18.30679, 15.08880], [9.25255, 16.17200, 14.50463], [8.01045, 16.15735, 13.44626], [2.60044, 20.72069, 11.73876], [2.94425, 19.81678, 12.81133], [4.12644, 20.30417, 13.66027], [4.69952, 19.42147, 14.67704], [5.08185, 18.16889, 14.24578], [1.74413, 19.56432, 13.56514], [3.50758, 20.98428, 11.19496], [2.17281, 21.64714, 12.12204], [1.75979, 20.28217, 11.20107], [3.16693, 18.79683, 12.49791], [3.95877, 21.27137, 14.13409], [4.78979, 20.53696, 12.82728], [4.43388, 17.72709, 13.48877], [4.94728, 17.63023, 15.18378], [6.10820, 17.99337, 13.92349], [1.20603, 20.41199, 13.45569], [2.02773, 19.50676, 14.53280], [-2.12879, 9.35653, 11.81098], [-1.96000, 10.02869, 13.15795], [-0.56114, 10.21568, 13.81005], [-0.55063, 10.90189, 15.05764], [0.68607, 11.08977, 15.72418], [-2.63853, 11.28697, 13.14957], [-3.12597, 8.95040, 11.64125], [-1.50716, 8.46216, 11.85323], [-1.82554, 9.98441, 10.97318], [-2.48223, 9.36755, 13.84951], [0.11049, 10.88616, 13.27388], [-0.09096, 9.24258, 13.95190], [0.36213, 11.17693, 16.76128], [0.99343, 12.10134, 15.45895], [1.44237, 10.32044, 15.56850], [-2.47173, 11.61387, 14.09055], [-3.64730, 11.27785, 13.10068], [5.56485, 4.76986, 11.87542], [5.71815, 6.14442, 11.19009], [6.95275, 6.75566, 11.53626], [4.92681, 4.88727, 13.12711], [6.46705, 4.20646, 12.11359], [4.89010, 4.07755, 11.37192], [4.89222, 6.81106, 11.43814], [5.89308, 6.08408, 10.11592], [6.99957, 7.59588, 11.07427], [5.60091, 5.07577, 13.78412], [6.03665, 13.92058, 20.28151], [4.90245, 14.89675, 20.25244], [5.06131, 16.22858, 19.67373], [7.05907, 14.20279, 19.31746], [5.61002, 12.93408, 20.10013], [6.52089, 13.96110, 21.25720], [4.59704, 15.11084, 21.27664], [4.08679, 14.47231, 19.66706], [4.20504, 16.49955, 19.33466], [6.95746, 15.15661, 19.27880], [3.80897, 11.34454, 11.16617], [2.68952, 10.81122, 10.24391], [1.39169, 11.79267, 10.29013], [1.62593, 13.09457, 9.45832], [2.00592, 12.68869, 8.02850], [3.22756, 11.75863, 7.86246], [3.17685, 10.60472, 8.84779], [4.23540, 9.73803, 8.62243], [3.10859, 11.18033, 6.46656], [4.51429, 12.57571, 8.07992], [2.29006, 9.52207, 10.92651], [4.82359, 11.16008, 10.81312], [3.81709, 10.84988, 12.13743], [3.68366, 12.41781, 11.30933], [0.60335, 11.16778, 9.87045], [0.97600, 12.00807, 11.27446], [2.41063, 13.66676, 9.95324], [0.73301, 13.67959, 9.67864], [1.99799, 13.62288, 7.46697], [1.10827, 12.24325, 7.59965], [2.13517, 10.77490, 6.19053], [3.14412, 12.01586, 5.76746], [3.80753, 10.37066, 6.25677], [5.31777, 11.85505, 8.23204], [4.60274, 13.45600, 7.44322], [4.32123, 12.86709, 9.11235], [1.62291, 8.91030, 10.31925], [1.80821, 9.70853, 11.88627], [3.20867, 8.93747, 10.97637], [3.71905, 8.92896, 8.60236], [6.24055, 14.23621, 13.89865], [6.35559, 13.13159, 15.01347], [5.07700, 13.06775, 15.87235], [4.79087, 11.77190, 16.66156], [4.82695, 10.53596, 15.73796], [6.26565, 10.46815, 14.96746], [6.52501, 11.79747, 14.39821], [7.70734, 11.77215, 13.57438], [7.28940, 10.12250, 16.09252], [6.12463, 9.34785, 13.94390], [7.50059, 13.48120, 16.01075], [5.92371, 15.21014, 14.27169], [5.60564, 13.91133, 13.07438], [7.13492, 14.41284, 13.30115], [5.18769, 13.77752, 16.69214], [4.19331, 13.38071, 15.31625], [3.83217, 11.73140, 17.17862], [5.40202, 11.76394, 17.56407], [3.98216, 10.61059, 15.05323], [4.67940, 9.65592, 16.36393], [8.33031, 10.27578, 15.80771], [7.17629, 10.58025, 17.07525], [7.26571, 9.05367, 16.30496], [5.11713, 9.37197, 13.52861], [6.92254, 9.33272, 13.20147], [6.16167, 8.40342, 14.48685], [8.10603, 14.08374, 15.33364], [8.12528, 12.79503, 16.58261], [7.08652, 14.13846, 16.77538], [7.44641, 11.72097, 12.65194]],
  "mulliken_charge": [-1.4108, 0.2512, -0.8323, -0.1237, -0.8987, -0.6777, 0.2784, 0.4060, 0.3940, 0.3662, 0.3718, 0.4058, 0.3200, 0.2482, 0.3766, 0.2686, 0.2682, -0.7859, 0.5234, -0.8488, -0.0691, -0.3960, -0.7613, 0.3528, -0.2873, 0.3797, 0.3383, 0.2192, 0.3715, -0.5490, 0.4578, 0.4941, 0.2763, 0.2970, -1.3123, 0.3005, -0.9108, -0.1204, -0.5988, -0.7271, 0.4061, 0.2092, 0.3358, 0.4000, 0.4451, 0.3712, 0.4245, 0.4615, -0.3054, 0.2703, 0.2619, -1.5242, 0.6439, -1.1375, -0.0888, -0.6470, 1.0581, 0.4108, 0.3420, 0.2526, 0.4912, 0.4038, 0.4954, -0.0527, 0.3298, 0.3500, -0.4181, -0.5023, -1.3231, 0.5794, -0.8181, -0.3121, -0.7298, -0.4467, 0.3708, 0.4191, 0.2084, 0.2197, 0.3412, 0.4230, 0.2624, 0.2924, 0.2961, 0.3052, -0.1123, -1.5556, 0.7191, -0.7406, -0.3328, -0.4491, -0.6489, 0.4213, 0.3423, 0.4151, 0.0450, 0.3103, 0.2616, 0.2995, 0.2117, 0.1713, 0.2799, 0.2462, -1.4657, 0.4441, 0.6429, -0.5310, -0.7069, -0.8030, 0.3957, 0.3037, 0.3351, 0.1837, 0.0632, -0.1672, 0.4191, 0.3756, 0.1252, 0.2542, 0.2589, -0.4304, 0.2011, -0.4788, -0.5136, 0.1279, 0.2597, -0.1090, 0.3346, 0.1290, 0.2620, -0.2990, -0.3777, -0.5701, -0.3654, 0.1025, 0.3628, 0.3184, 0.2796, 0.3102, 0.2603, -0.9430, 2.5412, -0.9347, -1.0048, -1.4275, 1.4846, 0.1409, -0.4512, -1.9355, -1.1180, -1.7675, -0.2791, -0.0521, 0.2509, 0.4939, -0.0170, 0.2950, 0.5431, 0.4857, 0.4005, 0.4264, 0.4263, 0.3403, 0.1843, 0.4101, 0.2416, 0.4754, -0.0754, 0.2832, 0.3802, -0.9737, 1.5814, -1.1801, -0.8472, -0.6628, 1.9354, 1.7455, -0.6419, -1.5539, 0.0388, -1.4730, 0.5328, 0.0409, -0.3459, 0.5144, 0.3482, 0.5815, 0.0084, -0.2276, 0.3974, 0.4041, 0.2303, -0.1313, -0.2140, 0.5906, -1.3940, 0.1783, 0.1554, 0.2774, 0.0406],
  "smiles": "CC1(C)CCCC(C)(C)N1O.CC1(C)CCCC(C)(C)N1O.COC[C@H](C)N.COC[C@H](C)N.COC[C@H](C)N.COC[C@H](C)N.COC[C@H](C)N.COC[C@H](C)N.COC[C@H](C)N.OCCO.OCCO",
  "e_homo_ev": -7.8,
  "charge": 0,
  "multiplicity": 1,
  "lumo_ha": 0.016,
  "fmax_ha_per_bohr": 0.08188
}